This record from OMol25 describes a molecular structure, C42H30ClFeN9OSe. The level of theory is the ωB97M-V functional and the def2-TZVPD basis.

As for the net charge: 0. For the molecular weight, the calculation gives 847.02 g/mol. For the energy above the lowest of the compared OMol25 structures with the same formula, charge and spin, the calculation gives 0.0 kcal per mole. The highest occupied orbital energy comes out at -7.2 eV. As for the total energy: -171759.9432 eV.

Geometry (Å):
Fe -1.3664 0.3162 0.0142
C -5.1068 -0.2058 -1.7832
C -5.6984 -1.1991 -1.0058
C -5.2010 -1.4458 0.2493
C -4.0763 -0.7396 0.7053
N -3.4556 0.1575 -0.0798
C -4.0052 0.4398 -1.2723
N -3.7102 -0.9706 2.0152
C -2.6038 -0.5544 2.5331
N -1.5277 0.0469 1.9524
C -0.5163 0.1127 2.8649
N 0.6688 0.5933 2.7480
C 1.1645 1.1106 1.5651
C 2.3343 1.8745 1.7184
C 2.9502 2.4320 0.6266
C 2.3979 2.2030 -0.6279
C 1.2651 1.4259 -0.7055
N 0.6355 0.8851 0.3493
C -0.9819 -0.4613 4.1553
C -0.3384 -0.6657 5.3586
C -1.0729 -1.2637 6.3782
C -2.4022 -1.6387 6.1842
C -3.0350 -1.4353 4.9613
C -2.2919 -0.8465 3.9583
H -5.4905 0.0594 -2.7578
H -6.5572 -1.7476 -1.3721
H -5.6508 -2.1650 0.9181
H -3.5242 1.2342 -1.8248
H 2.7122 2.0071 2.7224
H 3.8508 3.0236 0.7393
H 2.8427 2.6056 -1.5272
H 0.8361 1.1981 -1.6636
H 0.6934 -0.3696 5.4929
H -0.6066 -1.4466 7.3379
H -2.9467 -2.0967 7.0000
H -4.0632 -1.7249 4.7904
Cl -0.5980 6.1203 -4.3380
C -0.8920 4.9372 -3.0890
C -1.0950 5.3717 -1.7606
C -1.3251 4.4742 -0.7651
C -1.3616 3.0585 -1.0062
O -1.5792 2.2751 -0.0324
C -1.1432 2.6456 -2.3652
C -1.1520 1.2817 -2.7690
N -1.2879 0.2634 -1.9829
C -1.4777 -1.0293 -2.5196
C -1.6393 -1.3570 -3.8393
C -1.8777 -2.6907 -4.2325
C -1.9803 -3.6878 -3.3077
C -1.8181 -3.3845 -1.9354
C -1.9131 -4.3603 -0.9147
C -1.6813 -4.0044 0.3765
C -1.3654 -2.6596 0.6655
N -1.3255 -1.7196 -0.2423
C -1.5453 -2.0636 -1.5483
C -0.9245 3.6120 -3.3809
H -1.0640 6.4322 -1.5449
H -1.4841 4.7997 0.2544
H -1.0378 1.1201 -3.8418
H -1.5977 -0.6013 -4.6114
H -1.9864 -2.9127 -5.2859
H -2.1831 -4.7089 -3.6041
H -2.1639 -5.3806 -1.1790
H -1.7307 -4.7225 1.1823
H -1.1236 -2.3628 1.6771
H -0.7783 3.2813 -4.4027
C 3.7038 -1.4293 1.6711
N 4.0662 -0.9094 0.3690
C 3.3740 -1.1334 -0.7780
Se 1.8405 -2.0828 -0.9820
N 4.0456 -0.4739 -1.7610
C 5.1721 0.1529 -1.2582
C 6.1626 0.9165 -1.8485
C 7.1780 1.3820 -1.0226
C 7.1972 1.0883 0.3412
C 6.1980 0.3248 0.9309
C 5.1859 -0.1331 0.1063
H 2.6387 -1.6500 1.6658
H 3.9119 -0.6722 2.4255
H 4.2611 -2.3403 1.8934
H 3.7270 -0.4909 -2.7136
H 6.1506 1.1387 -2.9073
H 7.9716 1.9820 -1.4469
H 8.0106 1.4567 0.9515
H 6.2138 0.0972 1.9881